Molecular formula: C24H19BrNO2PtSbSe4
Method: DFT, ωB97M-V/def2-TZVPD

total energy = -371996.956 eV
maximum force = 0.011 Eh/bohr
energy above the lowest of the compared OMol25 structures with the same formula, charge and spin = 79.50 kJ/mol
Kohn-Sham gap = 4.80 eV

Geometry as ORCA input:
```
! wB97M-V def2-TZVPD RIJCOSX def2/J DEFGRID3
* xyz -2 1
Pt 0.35705 1.39038 0.88394
Br 2.22794 0.28936 -1.29847
C 2.88194 -0.93859 -0.01039
C 3.80569 -1.83080 -0.48020
C 4.36740 -2.79220 0.38062
C 3.99484 -2.81716 1.68887
C 3.05146 -1.88970 2.19877
C 2.71273 -1.93506 3.56940
C 1.81204 -1.04385 4.07346
C 1.20858 -0.09009 3.23635
C 1.47336 0.01247 1.88257
C 2.44318 -0.91061 1.34908
H 4.10267 -1.78839 -1.51878
H 5.09176 -3.49922 -0.00652
H 4.41373 -3.54969 2.37040
H 3.19121 -2.67528 4.20172
H 1.56172 -1.06172 5.12895
H 0.51029 0.61239 3.67627
Se 0.92112 6.67619 -0.19914
Sb 0.17016 4.90024 1.27806
Se 1.92177 3.07868 1.61670
Se -1.22503 3.14818 0.06857
Se -0.86215 5.62748 3.35094
C 0.41777 2.82952 -3.02011
O -0.62279 2.06758 -3.67239
C -0.54600 0.71368 -3.44350
C 0.37634 -0.06823 -4.11209
C 0.41944 -1.43679 -3.88114
C -0.47254 -2.01169 -2.98969
C -1.39955 -1.23463 -2.31225
C -1.44173 0.13552 -2.53042
N -2.35789 1.01849 -1.95030
C -3.26136 0.89856 -0.98036
C -3.28371 0.05859 0.13532
C -4.50845 -0.07683 0.85673
C -4.57199 -0.78212 2.01346
C -3.38008 -1.36100 2.53881
C -2.17930 -1.19994 1.92774
C -2.06030 -0.44974 0.70308
O -0.94620 -0.24423 0.14627
H 1.40092 2.45199 -3.31308
H 0.30704 2.78311 -1.93418
H 0.29889 3.85741 -3.35114
H 1.06162 0.40861 -4.80111
H 1.15423 -2.04713 -4.39000
H -0.43980 -3.07684 -2.79885
H -2.08948 -1.69742 -1.62429
H -2.34156 1.92109 -2.41680
H -4.06925 1.61933 -1.06579
H -5.39522 0.40633 0.45998
H -5.50611 -0.87602 2.55144
H -3.43196 -1.91937 3.46739
H -1.26444 -1.60084 2.34610
*
```

***

Molecular formula: C24H19Cl2N2O
Method: DFT, ωB97M-V/def2-TZVPD

total energy = -55257.107 eV
maximum force = 0.093 Eh/bohr
Kohn-Sham gap = 4.03 eV

Geometry as ORCA input:
```
! wB97M-V def2-TZVPD RIJCOSX def2/J DEFGRID3
* xyz 1 1
Cl 1.16082 1.06804 -7.07066
C 0.91219 1.30792 -5.38931
C 1.93405 1.01085 -4.46294
C 1.64120 1.03359 -3.09311
C 0.34980 1.32024 -2.61762
C 0.01507 1.00576 -1.13986
C -1.05193 1.91956 -0.53030
C -0.78757 2.76643 0.54891
C -1.77647 3.59680 1.09249
C -3.06771 3.59392 0.53222
Cl -4.30775 4.56459 1.21222
C -3.33580 2.79146 -0.58450
C -2.33215 1.94328 -1.08809
C -0.54115 1.90467 -3.53809
C -0.30984 1.82179 -4.92497
H 2.91428 0.71901 -4.83624
H 2.43891 0.88170 -2.36434
H 0.92967 1.15968 -0.59597
H 0.22689 2.80870 0.95773
H -1.57731 4.23078 1.95868
H -4.32540 2.81768 -1.04457
H -2.54225 1.34545 -1.97052
H -1.39617 2.46755 -3.18984
H -1.07969 2.12193 -5.63538
O 1.45005 0.59993 1.03228
C 0.98131 -0.56122 1.11863
C 1.42328 -1.40839 2.28992
C 0.53241 -2.23433 2.99553
C 0.98673 -2.92049 4.12764
C 2.30101 -2.78850 4.57962
C 3.17062 -1.92586 3.89874
C 2.72485 -1.21940 2.78183
C -0.88311 -2.42757 2.52702
C -0.96245 -3.14588 1.18468
C -0.04376 -2.59923 0.09423
C 0.12638 -1.11512 0.07912
N -0.36657 -0.44804 -0.99357
N -1.12773 -1.02493 -1.83424
H 0.28854 -3.57741 4.64902
H 2.63828 -3.34856 5.45732
H 4.19633 -1.79138 4.24110
H 3.39390 -0.52203 2.27166
H -1.39234 -3.03018 3.28195
H -1.39600 -1.46140 2.47523
H -0.68475 -4.19858 1.32327
H -1.99871 -3.13549 0.83184
H 0.97105 -3.01217 0.25906
H -0.42101 -2.90515 -0.89785
*
```

***

Molecular formula: C24H19ClCoN2S4SbSe4
Method: DFT, ωB97M-V/def2-TZVPD

total energy = -389595.018 eV
maximum force = 0.016 Eh/bohr
<S²> = 0.786
energy above the lowest of the compared OMol25 structures with the same formula, charge and spin = 0.00 kJ/mol
Kohn-Sham gap (alpha / beta) = 5.32 / 5.32 eV

Geometry as ORCA input:
```
! wB97M-V def2-TZVPD RIJCOSX def2/J DEFGRID3
* xyz -1 2
Co 0.14467 0.39167 -0.08918
S 0.80233 2.26507 -1.20090
C 1.39625 1.45461 -2.67308
C 1.33826 2.15507 -3.87147
C 1.75687 1.56942 -5.05504
C 2.25307 0.27442 -5.05779
C 2.33790 -0.42796 -3.86602
C 1.89690 0.14860 -2.68365
S 2.04846 -0.72824 -1.14931
C 1.03187 -2.21912 -1.39348
C 0.22750 -2.52108 -0.15713
C -0.00316 -3.83080 0.23080
C -0.82873 -4.07435 1.31640
C -1.39769 -3.00781 1.98391
C -1.10565 -1.71547 1.56410
C -1.68031 -0.53105 2.29319
S -1.88785 0.95287 1.27580
C -3.16525 0.35121 0.19389
C -4.46634 0.31768 0.68957
C -5.51164 -0.14452 -0.08755
C -5.24332 -0.55878 -1.38930
C -3.95944 -0.50730 -1.89214
C -2.88039 -0.05078 -1.11938
S -1.29947 0.02877 -1.86516
N -0.30312 -1.49427 0.52263
H 0.95585 3.16727 -3.86222
H 1.69876 2.12927 -5.97941
H 2.58734 -0.18295 -5.97968
H 2.75237 -1.42859 -3.84876
H 1.65507 -3.07542 -1.64655
H 0.33494 -2.01048 -2.20795
H 0.45084 -4.64053 -0.32351
H -1.03115 -5.08963 1.63230
H -2.05933 -3.15747 2.82597
H -1.01436 -0.24817 3.11115
H -2.64464 -0.80248 2.72246
H -4.64909 0.67323 1.69703
H -6.51957 -0.16680 0.30461
H -6.04843 -0.91690 -2.01943
H -3.76047 -0.82005 -2.90965
Cl 1.73373 2.57959 5.10194
C 1.93451 1.33158 3.93332
C 2.83905 0.31310 4.15856
C 2.93961 -0.68920 3.21027
C 2.12060 -0.63885 2.10019
N 1.25284 0.34978 1.87698
C 1.18044 1.34356 2.76445
H 3.45338 0.32013 5.04817
H 3.64323 -1.50153 3.32743
H 2.16864 -1.42292 1.35608
H 0.52786 2.18461 2.54735
Se 0.08873 5.04507 1.94982
Sb 2.30623 5.20894 1.01110
Se 4.22110 4.36512 2.27255
Se 2.66638 6.89557 -0.63982
Se 2.71381 2.78731 -0.05443
*
```

***

Molecular formula: C24H19ClN13O2PdSSe
Method: DFT, ωB97M-V/def2-TZVPD

total energy = -140839.096 eV
maximum force = 0.014 Eh/bohr
energy above the lowest of the compared OMol25 structures with the same formula, charge and spin = 0.00 kJ/mol
Kohn-Sham gap (alpha / beta) = 5.25 / 5.25 eV

Geometry as ORCA input:
```
! wB97M-V def2-TZVPD RIJCOSX def2/J DEFGRID3
* xyz 1 1
Pd 0.47389 0.67437 -0.23707
N -2.58573 -0.86215 -0.38104
C -1.44945 -1.61618 -0.47551
N -1.40365 -2.92176 -0.59204
N -0.08490 -3.22702 -0.64394
N 0.64561 -2.18112 -0.55818
N -0.19857 -1.13066 -0.45421
C -2.54977 0.49370 -0.15757
N -3.58502 1.28280 0.01474
N -3.05158 2.49466 0.28201
N -1.77048 2.45160 0.27756
N -1.41849 1.17697 -0.00803
H -3.47503 -1.30951 -0.53674
Cl 1.61245 6.02259 2.73559
C 2.10738 4.61421 1.87521
C 3.41522 4.15583 1.99897
C 3.82615 3.02111 1.31684
C 2.93095 2.33147 0.51220
C 1.64538 2.83703 0.38607
C 1.19409 3.95700 1.06459
C 3.34430 1.04647 -0.13556
O 4.46852 0.82238 -0.49300
O 2.38865 0.12032 -0.21639
H 4.10379 4.69093 2.63827
H 4.83904 2.65338 1.41127
H 0.94216 2.47575 -0.40005
H 0.17826 4.30783 0.94865
C 1.90161 -2.51663 2.21032
N 0.47521 -2.30715 2.45678
C -0.17806 -1.14551 2.46279
Se 0.53052 0.58594 2.22300
N -1.47539 -1.38023 2.70706
C -1.68530 -2.74233 2.84772
C -2.83396 -3.49420 3.07302
C -2.66523 -4.86019 3.11805
C -1.40342 -5.45981 2.94761
C -0.26720 -4.71349 2.72841
C -0.43762 -3.33347 2.68315
H 2.34141 -1.58582 1.86507
H 2.01029 -3.26587 1.43119
H 2.37714 -2.84694 3.13190
H -2.16418 -0.64544 2.77383
H -3.80410 -3.03373 3.19882
H -3.52533 -5.49366 3.28455
H -1.32920 -6.53761 2.98551
H 0.69959 -5.17516 2.58688
N 2.28213 -0.78054 -2.73581
C 1.31773 0.01635 -3.16234
N 0.53078 0.79497 -2.41210
C -0.40777 1.47688 -3.21333
C -1.31559 2.45202 -2.81004
C -2.16329 3.01123 -3.74910
C -2.11118 2.63799 -5.09144
C -1.17741 1.70878 -5.51888
C -0.33861 1.14626 -4.57370
S 0.95130 0.01880 -4.86425
H 2.57109 -0.75315 -1.76018
H 2.85465 -1.26266 -3.40660
H -1.35138 2.81471 -1.79618
H -2.87055 3.76274 -3.42542
H -2.78411 3.09001 -5.80666
H -1.09775 1.43487 -6.56224
*
```